# 1
Molecular formula: C2H20AgCsO13P
Method: DFT, wB97M-V/def2-TZVPD

Last column: Mulliken charge in e.
Geometry (Å):
Ag (0.987, -2.599, -2.128)  0.36
Cs (-3.202, -1.185, -1.376)  1.13
P (0.156, -0.854, -0.163)  0.71
O (-0.884, 0.310, -0.154)  -0.98
O (0.798, -1.107, 1.206)  -0.34
O (1.312, -0.689, -1.168)  -0.58
O (-0.512, -2.205, -0.671)  -1.09
O (-1.314, 0.591, -3.141)  -0.61
H (-0.709, -0.052, -3.511)  0.29
H (-1.025, 0.700, -2.236)  0.27
O (3.622, 0.411, -1.295)  -0.71
H (4.128, -0.040, -1.971)  0.33
H (2.789, -0.061, -1.265)  0.45
O (2.987, -2.552, 1.107)  -0.64
H (2.797, -3.135, 0.371)  0.27
H (2.241, -1.954, 1.138)  0.36
O (-1.840, -2.916, 1.355)  -0.63
H (-1.362, -2.779, 0.538)  0.36
H (-2.093, -2.036, 1.636)  0.30
O (2.172, 0.798, -3.797)  -0.61
H (2.057, 0.093, -4.435)  0.28
H (2.327, 0.347, -2.967)  0.25
O (-0.151, -0.557, 3.539)  -0.67
H (0.218, -0.814, 2.695)  0.39
H (-0.832, 0.079, 3.320)  0.53
O (2.773, 0.288, 1.499)  -0.54
H (3.065, -0.127, 0.687)  0.30
H (1.864, 0.007, 1.598)  0.53
C (-2.524, 2.120, 1.731)  -0.60
C (-2.335, 2.925, 0.426)  -0.42
O (-2.677, 2.084, -0.625)  -0.60
O (-1.474, 1.213, 2.114)  -0.62
H (-3.353, 1.414, 1.674)  0.23
H (-2.460, 2.787, 2.591)  0.37
H (-1.369, 3.422, 0.337)  0.26
H (-2.949, 3.819, 0.536)  0.39
H (-1.977, 1.446, -0.468)  0.60
H (-1.249, 0.808, 1.273)  0.70

Highest occupied orbital energy (alpha / beta) in eV: -9.996 / -9.795
2S+1: 2

---

# 2
Molecular formula: C35H47IN4OPSn
Method: DFT, wB97M-V/def2-TZVPD

Last column: Mulliken charge in e.
Geometry (Å):
Sn (-0.388, 1.172, 0.230)  0.73
C (-0.806, -4.274, 2.792)  -2.14
C (-1.145, -3.217, 3.803)  0.70
C (-0.103, -2.345, 4.269)  1.10
C (1.303, -2.585, 3.845)  -1.93
C (-0.386, -1.242, 5.134)  0.59
C (0.737, -0.314, 5.504)  -1.91
C (-1.644, -1.125, 5.671)  1.16
C (-2.011, -0.012, 6.610)  -2.27
C (-2.609, -2.157, 5.397)  1.20
C (-3.820, -2.264, 6.247)  -2.16
C (-2.398, -3.112, 4.351)  0.97
C (-3.520, -4.020, 3.931)  -2.16
H (-0.224, -5.075, 3.255)  0.43
H (-0.204, -3.868, 1.977)  0.45
H (-1.693, -4.730, 2.367)  0.38
H (1.551, -1.926, 3.003)  0.36
H (1.473, -3.606, 3.520)  0.42
H (2.002, -2.346, 4.645)  0.47
H (1.386, -0.784, 6.248)  0.40
H (0.377, 0.612, 5.938)  0.35
H (1.358, -0.069, 4.643)  0.37
H (-1.659, -0.219, 7.624)  0.42
H (-3.085, 0.144, 6.659)  0.50
H (-1.561, 0.926, 6.297)  0.50
H (-4.658, -1.731, 5.777)  0.45
H (-3.672, -1.827, 7.230)  0.46
H (-4.134, -3.300, 6.363)  0.50
H (-3.360, -5.039, 4.291)  0.42
H (-3.586, -4.071, 2.845)  0.50
H (-4.485, -3.688, 4.299)  0.47
N (-0.359, 3.421, -0.113)  -0.31
C (-0.835, 3.989, -1.406)  -0.40
C (-2.331, 3.810, -1.600)  -0.94
C (-2.775, 2.394, -1.915)  0.28
N (-2.563, 1.470, -0.766)  -0.51
H (-0.810, 3.924, 0.651)  0.34
H (0.641, 3.621, -0.018)  -0.08
H (-0.275, 3.493, -2.200)  0.17
H (-0.576, 5.048, -1.431)  0.49
H (-2.631, 4.441, -2.439)  0.45
H (-2.875, 4.204, -0.734)  0.32
H (-2.208, 2.001, -2.757)  -0.39
H (-3.830, 2.391, -2.195)  0.48
H (-2.897, 0.544, -1.030)  0.29
H (-3.175, 1.755, -0.001)  0.30
N (0.479, 1.047, -1.667)  0.13
P (0.846, 0.260, -3.052)  1.87
C (0.942, -1.489, -2.690)  0.58
C (2.043, -2.235, -3.107)  -0.58
C (2.081, -3.601, -2.864)  -0.80
C (1.028, -4.221, -2.209)  -0.68
C (-0.070, -3.478, -1.782)  -0.81
C (-0.111, -2.117, -2.017)  -0.48
C (2.390, 0.838, -3.722)  -0.03
C (3.316, 1.435, -2.866)  -0.56
C (4.543, 1.847, -3.359)  -0.58
C (4.846, 1.661, -4.703)  -0.55
C (3.923, 1.072, -5.559)  -0.75
C (2.692, 0.662, -5.073)  -0.31
C (-0.447, 0.651, -4.224)  0.18
C (-0.453, 1.944, -4.762)  -0.38
C (-1.474, 2.331, -5.612)  -0.80
C (-2.485, 1.430, -5.934)  -0.57
C (-2.471, 0.141, -5.416)  -0.79
C (-1.455, -0.253, -4.558)  -0.30
H (2.865, -1.757, -3.624)  0.41
H (2.931, -4.182, -3.196)  0.46
H (1.057, -5.288, -2.035)  0.44
H (-0.895, -3.970, -1.283)  0.55
H (-0.973, -1.541, -1.696)  0.32
H (3.058, 1.602, -1.826)  0.35
H (5.261, 2.323, -2.706)  0.46
H (5.803, 1.986, -5.089)  0.43
H (4.161, 0.939, -6.605)  0.45
H (1.972, 0.210, -5.746)  0.49
H (0.356, 2.631, -4.540)  0.45
H (-1.474, 3.323, -6.044)  0.48
H (-3.276, 1.728, -6.610)  0.46
H (-3.242, -0.564, -5.697)  0.49
H (-1.434, -1.266, -4.176)  0.51
N (4.211, 1.597, 0.921)  -0.27
C (3.136, 2.379, 1.032)  0.59
O (1.988, 1.942, 0.869)  -0.29
C (3.383, 3.827, 1.345)  -1.28
I (3.157, 4.951, -0.458)  0.12
H (4.099, 0.621, 0.698)  0.24
H (5.142, 1.951, 1.066)  0.20
H (4.380, 4.027, 1.726)  0.56
H (2.634, 4.191, 2.041)  0.36

Highest occupied orbital energy (alpha / beta) in eV: -16.076 / -16.077
ΔE to the lowest compared entry with this formula, charge and spin in kcal/mol: 12.6
Charge: +3

---

# 3
Molecular formula: C44H94N11O9S3
Method: DFT, wB97M-V/def2-TZVPD

Last column: Mulliken charge in e.
Geometry (Å):
C (0.070, 0.324, 2.051)  -0.77
C (-1.236, 0.456, 1.041)  -0.09
C (-1.346, 2.055, 0.616)  -0.53
C (-0.381, 2.292, -0.705)  -0.36
C (-1.259, 1.764, -2.008)  -0.43
C (-0.409, 1.817, -3.414)  -0.52
C (-1.094, 2.830, -4.555)  -0.51
C (-0.098, 4.088, -4.889)  -0.85
C (-0.153, 5.302, -3.739)  0.42
C (-1.445, 6.295, -3.906)  -0.41
S (-1.119, 8.102, -3.540)  -0.03
C (0.554, 8.356, -2.680)  -0.50
C (0.570, 9.602, -1.615)  -0.55
C (1.857, 9.612, -0.586)  -0.69
S (3.215, 8.396, -1.016)  -0.03
C (3.917, 7.540, 0.495)  0.31
S (3.356, 7.992, 2.073)  -0.24
N (4.993, 6.474, 0.471)  0.11
C (5.340, 5.652, 1.696)  -0.20
C (6.569, 4.631, 1.325)  -0.30
N (6.850, 4.900, -0.137)  -0.51
C (5.902, 5.995, -0.669)  0.04
H (0.247, 1.333, 2.617)  0.11
H (-0.159, -0.517, 2.863)  0.08
H (1.024, 0.087, 1.406)  0.38
H (-1.048, -0.254, 0.102)  0.27
H (-2.245, 0.181, 1.600)  0.02
H (-2.456, 2.249, 0.292)  0.26
H (-1.010, 2.792, 1.463)  0.28
H (0.623, 1.653, -0.636)  0.22
H (-0.110, 3.440, -0.777)  0.03
H (-1.608, 0.640, -1.813)  0.22
H (-2.200, 2.472, -2.164)  0.20
H (-0.380, 0.695, -3.822)  0.35
H (0.729, 2.116, -3.220)  0.25
H (-2.181, 3.151, -4.262)  0.31
H (-1.142, 2.169, -5.547)  0.29
H (-0.269, 4.601, -5.927)  0.41
H (1.027, 3.691, -4.841)  0.28
H (0.893, 5.824, -3.795)  -0.17
H (-0.224, 4.837, -2.642)  -0.12
H (-2.289, 5.928, -3.147)  0.39
H (-1.852, 6.203, -5.005)  0.39
H (-2.067, 8.461, -2.529)  0.27
H (1.371, 8.504, -3.514)  0.42
H (0.722, 7.359, -2.046)  0.42
H (-0.410, 9.491, -0.948)  0.30
H (0.473, 10.673, -2.124)  0.30
H (1.415, 9.478, 0.515)  0.38
H (2.369, 10.690, -0.573)  0.32
H (4.900, 5.639, 2.782)  0.28
H (7.033, 3.885, 2.099)  0.30
H (5.886, 6.397, -1.791)  0.17
C (2.798, 0.909, 6.743)  -1.42
C (2.382, 1.124, 5.313)  0.80
O (1.201, 1.216, 4.981)  -0.57
N (3.365, 1.217, 4.373)  -0.09
C (4.793, 1.134, 4.573)  -0.87
H (1.910, 0.854, 7.380)  0.27
H (3.346, -0.032, 6.834)  0.38
H (3.415, 1.744, 7.081)  0.39
H (3.015, 1.361, 3.433)  0.20
H (5.240, 2.066, 4.220)  0.23
H (5.172, 0.302, 3.974)  0.30
H (5.060, 0.978, 5.618)  0.36
C (-2.515, -2.331, 5.398)  -1.11
C (-2.496, -2.510, 3.904)  0.73
O (-2.926, -1.651, 3.136)  -0.71
N (-1.980, -3.672, 3.410)  0.00
C (-1.434, -4.784, 4.151)  -0.40
H (-2.954, -1.360, 5.647)  0.12
H (-3.123, -3.113, 5.858)  0.37
H (-1.496, -2.360, 5.789)  0.32
H (-1.998, -3.725, 2.398)  0.28
H (-0.398, -4.928, 3.833)  0.31
H (-2.015, -5.676, 3.902)  0.28
H (-1.463, -4.623, 5.228)  -0.19
C (-4.703, -5.183, 1.270)  -0.92
C (-4.553, -6.363, 2.193)  0.82
O (-3.886, -6.306, 3.225)  -0.69
N (-5.187, -7.521, 1.852)  -0.13
C (-6.007, -7.773, 0.690)  -0.76
H (-4.145, -4.331, 1.668)  -0.07
H (-4.303, -5.429, 0.284)  0.32
H (-5.756, -4.902, 1.195)  0.39
H (-5.044, -8.273, 2.516)  0.17
H (-7.000, -8.072, 1.033)  0.31
H (-5.557, -8.596, 0.129)  0.16
H (-6.095, -6.900, 0.043)  0.33
C (-2.876, 1.870, 3.907)  -0.25
C (-3.375, 1.899, 5.327)  0.37
O (-3.747, 0.883, 5.911)  -0.69
N (-3.405, 3.104, 5.965)  -0.15
C (-3.011, 4.393, 5.445)  -0.83
H (-2.907, 0.845, 3.527)  -0.24
H (-3.513, 2.493, 3.276)  0.42
H (-1.842, 2.221, 3.870)  0.31
H (-3.751, 3.051, 6.916)  0.26
H (-2.216, 4.788, 6.083)  0.28
H (-3.876, 5.058, 5.493)  0.29
H (-2.655, 4.336, 4.416)  0.30
C (4.636, 6.110, -4.425)  -1.23
C (4.220, 6.325, -5.855)  0.67
O (3.039, 6.417, -6.187)  -0.71
N (5.204, 6.418, -6.795)  0.04
C (6.632, 6.335, -6.596)  -0.87
H (3.748, 6.055, -3.788)  0.26
H (5.184, 5.169, -4.335)  0.48
H (5.253, 6.945, -4.087)  0.38
H (4.854, 6.562, -7.736)  0.07
H (7.079, 7.267, -6.949)  0.28
H (7.010, 5.503, -7.194)  0.26
H (6.898, 6.179, -5.550)  0.37
C (7.785, 8.060, -11.521)  -1.37
C (6.746, 7.671, -10.504)  0.84
O (6.919, 7.832, -9.297)  -0.60
N (5.584, 7.124, -10.962)  -0.09
C (5.206, 6.861, -12.331)  -0.86
H (8.657, 8.482, -11.013)  0.28
H (8.105, 7.178, -12.082)  0.38
H (7.380, 8.816, -12.197)  0.38
H (4.930, 6.886, -10.225)  0.13
H (4.290, 7.417, -12.543)  0.29
H (5.010, 5.790, -12.429)  0.29
H (5.980, 7.154, -13.040)  0.33
C (-3.793, -10.719, -3.766)  -1.47
C (-3.937, -10.248, -2.344)  0.89
O (-4.818, -10.674, -1.599)  -0.58
N (-3.049, -9.318, -1.890)  -0.08
C (-1.958, -8.707, -2.613)  -0.93
H (-4.568, -11.459, -3.989)  0.27
H (-3.913, -9.876, -4.451)  0.39
H (-2.817, -11.189, -3.905)  0.39
H (-3.204, -9.046, -0.926)  0.17
H (-1.031, -8.930, -2.080)  0.31
H (-2.119, -7.627, -2.622)  0.28
H (-1.882, -9.070, -3.639)  0.36
C (-6.972, -12.603, 3.527)  -1.16
C (-7.388, -12.388, 2.097)  0.80
O (-8.569, -12.296, 1.765)  -0.66
N (-6.405, -12.295, 1.157)  -0.13
C (-4.977, -12.378, 1.357)  -0.75
H (-7.860, -12.658, 4.164)  0.29
H (-6.424, -13.544, 3.618)  0.34
H (-6.355, -11.768, 3.865)  0.30
H (-6.755, -12.150, 0.217)  0.19
H (-4.530, -11.446, 1.004)  0.14
H (-4.598, -13.210, 0.758)  0.27
H (-4.710, -12.534, 2.402)  0.37
C (-0.313, -5.605, 7.827)  -1.29
C (0.937, -5.233, 7.075)  0.79
O (1.016, -4.204, 6.405)  -0.61
N (2.002, -6.080, 7.156)  -0.18
C (2.094, -7.322, 7.887)  -0.84
H (-1.078, -4.839, 7.672)  0.19
H (-0.698, -6.559, 7.459)  0.38
H (-0.099, -5.668, 8.897)  0.46
H (2.809, -5.769, 6.626)  0.24
H (2.915, -7.235, 8.603)  0.28
H (2.319, -8.120, 7.175)  0.28
H (1.174, -7.562, 8.419)  0.33

Highest occupied orbital energy in eV: -9.611
Charge: +1

---

# 4
Molecular formula: C6H12
Method: DFT, wB97M-V/def2-TZVPD

Last column: Mulliken charge in e.
Geometry (Å):
C (1.696, -0.047, 0.905)  -1.23
C (0.940, 1.066, 0.173)  -0.20
C (-0.249, 1.550, 0.956)  -0.10
C (-1.488, 1.661, 0.485)  -0.84
C (-1.347, -1.602, -1.063)  -0.44
C (-0.197, -2.111, -1.492)  -0.46
H (1.028, -0.880, 1.154)  0.30
H (2.125, 0.324, 1.844)  0.38
H (2.518, -0.438, 0.295)  0.32
H (0.613, 0.716, -0.814)  0.25
H (1.627, 1.907, 0.002)  0.29
H (-0.052, 1.819, 1.996)  0.28
H (-2.304, 2.019, 1.107)  0.24
H (-1.732, 1.403, -0.544)  0.30
H (-1.417, -1.055, -0.126)  0.27
H (-2.265, -1.705, -1.637)  0.23
H (0.721, -2.008, -0.917)  0.16
H (-0.123, -2.654, -2.431)  0.24

Highest occupied orbital energy in eV: -9.657
ΔE to the lowest compared entry with this formula, charge and spin in kcal/mol: 44.1
SMILES string: C=CCC.C=C